Run P
A cluster of 4 separate species, C2H11NO3 in total. Source: the Open Molecules 2025 dataset; level of theory: the ωB97M-V functional and the def2-TZVPD basis.

```
! RIJCOSX wB97M-V def2-TZVPD def2/J DEFGRID3
* xyz 0 1
C 1.735 -2.043 -0.235
C 1.733 -1.211 -1.309
N 0.791 -0.271 -1.614
H 0.946 -2.071 0.491
H 2.470 -2.823 -0.381
H 2.580 -1.376 -1.988
H -0.243 -0.383 -1.442
H 0.930 0.239 -2.461
H 0.933 2.264 1.071
H -0.108 3.336 1.317
O 0.296 2.565 1.732
H -1.217 -0.462 2.214
H -0.689 0.846 1.721
O -1.517 0.326 1.734
H -2.887 0.143 -1.273
H -2.180 0.177 0.087
O -2.135 -0.228 -0.800
*
```

- SMILES: C=CN.O.O.O
- LUMO level: 0.57 eV
- HOMO level: -0.28785 hartree

Run Q
A cluster of 3 separate species, C2H11NO3 in total. Source: the Open Molecules 2025 dataset; level of theory: the ωB97M-V functional and the def2-TZVPD basis.

```
! RIJCOSX wB97M-V def2-TZVPD def2/J DEFGRID3
* xyz 0 1
C -0.873 0.568 0.630
O -2.014 -0.091 0.023
C -0.101 -0.366 1.602
N 1.263 0.192 1.857
H -1.260 1.496 1.127
H -0.233 0.941 -0.217
H -1.670 -0.451 -0.816
H -0.011 -1.457 1.384
H -0.825 -0.446 2.509
H 1.130 1.195 1.983
H 1.713 -0.188 2.641
H 0.324 -0.357 -2.150
H -0.981 -0.912 -3.059
O -0.659 -0.416 -2.295
H 2.724 -0.351 -1.487
H 1.716 0.440 -0.293
O 1.970 0.199 -1.229
*
```

- SMILES: NCCO.O.O
- LUMO level: 0.73 eV
- HOMO level: -0.35365 hartree

Relative energies, in eV, with the most stable structure set to zero: run P 0.000; run Q 0.172.

Run P
A cluster of 4 separate species, C2H11NO3 in total. Source: the Open Molecules 2025 dataset; level of theory: the ωB97M-V functional and the def2-TZVPD basis.

```
! RIJCOSX wB97M-V def2-TZVPD def2/J DEFGRID3
* xyz 0 1
C 0.064 1.131 0.267
N 1.323 0.824 -0.369
C 1.197 -0.428 -1.121
O 2.062 -0.760 1.388
H -0.217 0.370 0.997
H -0.717 1.198 -0.466
H 0.094 2.081 0.759
H 1.943 0.556 0.478
H 0.521 -0.281 -1.999
H 2.240 -0.720 -1.453
H 0.853 -1.229 -0.500
H -2.081 -0.319 -0.120
H -2.252 -1.787 -0.770
O -1.648 -1.073 -0.725
H 2.574 -1.055 2.134
H -3.411 0.748 0.908
O -2.546 0.742 0.594
*
```

- LUMO level: -5.17 eV
- HOMO level: -0.33216 hartree

Run Q
A cluster of 4 separate species, C2H11NO3 in total. Source: the Open Molecules 2025 dataset; level of theory: the ωB97M-V functional and the def2-TZVPD basis.

```
! RIJCOSX wB97M-V def2-TZVPD def2/J DEFGRID3
* xyz 0 1
C 1.774 0.659 1.165
C 0.863 -0.234 1.530
N 0.123 -1.192 0.774
H 1.957 0.920 0.128
H 2.387 1.058 1.952
H 0.797 -0.414 2.606
H -0.819 -0.953 0.464
H 0.112 -2.032 1.326
H 0.716 -2.443 -3.334
H 0.611 -2.304 -1.822
O 1.169 -2.062 -2.575
H -0.182 2.686 0.491
H -1.232 2.077 1.398
O -1.132 2.708 0.676
H -1.380 0.608 -1.097
H -2.608 -0.281 -1.516
O -2.153 0.125 -0.769
*
```

- SMILES: C=CN.O.O.O
- LUMO level: 0.59 eV
- HOMO level: -0.33644 hartree

Relative energies, in eV, with the most stable structure set to zero: run P 7.630; run Q 0.000.

Run P
A structure of composition C6H12O. Source: the Open Molecules 2025 dataset; level of theory: the ωB97M-V functional and the def2-TZVPD basis.

```
! RIJCOSX wB97M-V def2-TZVPD def2/J DEFGRID3
* xyz 0 1
C -2.442 0.311 -0.592
C -1.594 0.591 0.633
C -0.091 -1.111 0.717
C 1.174 -0.376 0.848
C 2.304 -0.975 0.012
C 1.832 0.392 -0.295
O 1.152 0.543 -1.504
H -1.823 0.181 -1.485
H -3.025 -0.606 -0.458
H -3.152 1.124 -0.786
H -2.197 0.865 1.506
H -0.825 1.350 0.493
H -0.299 -1.274 -0.350
H -1.139 -0.442 1.125
H 1.463 -0.062 1.851
H 2.021 -1.749 -0.697
H 3.267 -1.120 0.492
H 2.476 1.229 -0.015
H 0.492 1.239 -1.385
*
```

- LUMO level: 0.81 eV
- HOMO level: -0.28534 hartree

Run Q
An isolated molecule of C6H12O. Source: the Open Molecules 2025 dataset; level of theory: the ωB97M-V functional and the def2-TZVPD basis.

```
! RIJCOSX wB97M-V def2-TZVPD def2/J DEFGRID3
* xyz 0 1
C 0.622 1.838 -0.088
C -0.220 0.635 -0.495
C 0.529 -0.456 -1.265
C -0.440 -1.627 -1.151
O -1.083 -1.482 0.109
C -0.847 -0.182 0.655
C 0.012 -0.307 1.908
H 0.982 2.376 -0.971
H 0.046 2.549 0.516
H 1.499 1.538 0.496
H -1.045 0.985 -1.131
H 1.481 -0.686 -0.771
H 0.746 -0.181 -2.302
H 0.048 -2.607 -1.188
H -1.188 -1.595 -1.958
H -1.822 0.240 0.938
H 1.020 -0.663 1.668
H 0.101 0.652 2.431
H -0.441 -1.028 2.596
*
```

- SMILES: C[C@@H]1OCC[C@@H]1C
- LUMO level: 1.10 eV
- HOMO level: -0.34765 hartree

Relative energies, in eV, with the most stable structure set to zero: run P 4.925; run Q 0.000.

Run P
A cluster of 2 separate species, C9H11O3 in total. Source: the Open Molecules 2025 dataset; level of theory: the ωB97M-V functional and the def2-TZVPD basis.

```
! RIJCOSX wB97M-V def2-TZVPD def2/J DEFGRID3
* xyz -1 1
C -3.838 1.108 -2.314
C -0.615 0.831 -0.539
C -0.870 0.359 0.755
C -1.537 0.911 -1.527
C -2.872 0.715 -1.246
C -2.213 0.064 1.033
C -3.303 0.362 0.041
O 0.136 0.018 1.562
H 0.521 1.097 -0.656
H -1.242 1.486 -2.408
H -2.702 -0.147 1.942
H -0.134 -0.642 2.210
H -4.493 0.360 -2.420
H -3.264 1.389 -3.249
H -4.282 0.321 0.315
H -4.313 2.115 -2.179
C 4.724 -1.523 0.146
C 3.389 -1.000 0.583
O 2.824 -0.176 -0.159
O 2.982 -1.370 1.676
H 5.299 -1.753 1.086
H 5.262 -0.694 -0.279
H 4.622 -2.270 -0.592
*
```

- LUMO level: 3.12 eV
- HOMO level: -0.13217 hartree

Run Q
A structure of composition C9H11O3. Source: the Open Molecules 2025 dataset; level of theory: the ωB97M-V functional and the def2-TZVPD basis.

```
! RIJCOSX wB97M-V def2-TZVPD def2/J DEFGRID3
* xyz -1 1
C 0.384 2.102 -3.362
C -0.318 0.837 -3.862
O -0.924 0.166 -2.940
O -0.289 0.514 -5.040
H 1.379 1.862 -2.963
H -0.289 2.564 -2.637
H 0.529 2.765 -4.205
C 0.908 -2.011 3.453
C 0.398 -0.394 0.055
C 0.939 -1.088 1.122
C -0.788 0.363 0.225
C 0.320 -1.153 2.360
C -1.374 0.336 1.501
C -0.830 -0.401 2.543
O -1.273 1.141 -0.721
H 0.919 -0.352 -0.889
H 1.843 -1.661 0.910
H -1.093 0.650 -1.903
H -2.226 0.991 1.659
H 0.202 -2.804 3.716
H 1.135 -1.470 4.371
H -1.358 -0.438 3.499
H 1.805 -2.517 3.107
*
```

- LUMO level: 3.39 eV
- HOMO level: -0.14778 hartree

Relative energies, in eV, with the most stable structure set to zero: run P 2.620; run Q 0.000.

Run P
A cluster of 6 separate species, H12O6 in total. Source: the Open Molecules 2025 dataset; level of theory: the ωB97M-V functional and the def2-TZVPD basis.

```
! RIJCOSX wB97M-V def2-TZVPD def2/J DEFGRID3
* xyz 0 1
H 0.583 -1.326 -1.799
H -0.114 -0.915 -0.510
H -0.425 2.058 -2.109
H -0.630 2.771 -0.719
H 1.631 -0.588 -0.572
H 1.908 0.415 0.414
H 2.282 0.868 4.396
H 1.403 0.850 3.111
H -2.941 -2.424 2.003
H -2.002 -1.445 2.706
H -0.259 0.340 -4.169
H -0.170 0.430 -2.646
O 0.224 -0.564 -1.332
O -0.927 2.054 -1.219
O 1.670 0.317 -0.563
O 1.543 0.448 3.991
O -2.071 -2.302 2.438
O -0.597 -0.084 -3.328
*
```

- SMILES: O.O.O.O.O.O
- LUMO level: 0.18 eV
- HOMO level: -0.33292 hartree

Run Q
A cluster of 6 separate species, H12O6 in total. Source: the Open Molecules 2025 dataset; level of theory: the ωB97M-V functional and the def2-TZVPD basis.

```
! RIJCOSX wB97M-V def2-TZVPD def2/J DEFGRID3
* xyz 0 1
O 15.960 -2.269 8.640
H 15.953 -2.577 7.723
H 16.377 -2.983 9.138
O 12.608 0.819 9.449
H 13.383 1.194 9.020
H 12.587 -0.119 9.148
O 11.252 -3.773 7.982
H 10.824 -2.935 8.209
H 10.558 -4.436 8.088
O 13.197 -1.744 8.728
H 14.148 -1.968 8.798
H 12.787 -2.522 8.327
O 14.734 -1.084 11.718
H 14.406 -0.332 11.206
H 14.030 -1.738 11.656
O 12.126 -5.088 5.650
H 11.974 -4.585 6.474
H 11.272 -5.108 5.208
*
```

- SMILES: O.O.O.O.O.O
- LUMO level: 0.10 eV
- HOMO level: -0.39851 hartree

Relative energies, in eV, with the most stable structure set to zero: run P 4.491; run Q 0.000.

Run P
A cluster of 6 separate species, H12O6 in total. Source: the Open Molecules 2025 dataset; level of theory: the ωB97M-V functional and the def2-TZVPD basis.

```
! RIJCOSX wB97M-V def2-TZVPD def2/J DEFGRID3
* xyz 0 1
O 1.745 -0.713 -3.385
H 1.830 0.239 -3.275
H 1.755 -1.134 -2.510
O 2.238 -2.010 -0.865
H 2.828 -2.761 -0.788
H 2.635 -1.279 -0.371
O -1.475 -0.599 2.888
H -1.880 -0.828 3.730
H -1.243 0.333 2.927
O -1.679 -1.242 -0.011
H -2.193 -1.034 0.776
H -1.509 -2.192 -0.030
O -0.853 3.313 1.530
H -1.039 4.200 1.223
H -0.722 2.775 0.748
O 0.146 1.134 -0.618
H -0.637 0.614 -0.393
H 0.052 1.185 -1.578
*
```

- SMILES: O.O.O.O.O.O
- LUMO level: 0.55 eV
- HOMO level: -0.39774 hartree

Run Q
A cluster of 6 separate species, H12O6 in total. Source: the Open Molecules 2025 dataset; level of theory: the ωB97M-V functional and the def2-TZVPD basis.

```
! RIJCOSX wB97M-V def2-TZVPD def2/J DEFGRID3
* xyz 0 1
O 15.524 0.889 20.285
H 15.506 1.837 20.301
H 14.958 0.697 21.046
O 16.867 4.732 18.542
H 16.156 4.404 19.103
H 17.422 3.981 18.478
O 13.316 0.424 21.911
H 12.753 0.173 22.614
H 13.005 1.327 21.710
O 14.678 3.797 20.025
H 14.718 4.515 20.711
H 13.737 3.454 20.073
O 14.439 -0.843 18.357
H 15.138 -0.652 18.968
H 14.508 -1.742 18.018
O 14.425 -2.273 20.977
H 15.319 -2.088 20.631
H 13.952 -1.442 21.043
*
```

- SMILES: O.O.O.O.O.O
- LUMO level: -0.41 eV
- HOMO level: -0.38803 hartree

Run R
A cluster of 6 separate species, H12O6 in total. Source: the Open Molecules 2025 dataset; level of theory: the ωB97M-V functional and the def2-TZVPD basis.

```
! RIJCOSX wB97M-V def2-TZVPD def2/J DEFGRID3
* xyz 0 1
H 2.534 -0.577 0.945
H 1.234 0.085 0.520
H 0.702 -3.115 0.790
H -0.251 -2.062 0.249
H 1.988 -0.039 -2.014
H 2.973 -1.166 -1.749
H -2.099 -0.571 1.158
H -1.653 0.528 0.207
H -2.155 0.838 -1.786
H -1.823 0.765 -3.267
H -0.509 2.885 3.786
H -0.117 2.250 2.462
O 1.895 -0.551 0.224
O 0.128 -2.924 0.040
O 2.920 -0.207 -1.832
O -1.608 0.258 1.131
O -2.567 0.821 -2.657
O -0.871 2.625 2.931
*
```

- SMILES: O.O.O.O.O.O
- LUMO level: -0.18 eV
- HOMO level: -0.37461 hartree

Run S
A cluster of 6 separate species, H12O6 in total. Source: the Open Molecules 2025 dataset; level of theory: the ωB97M-V functional and the def2-TZVPD basis.

```
! RIJCOSX wB97M-V def2-TZVPD def2/J DEFGRID3
* xyz 0 1
O -0.019 0.406 -2.062
H 0.917 0.592 -2.065
H -0.080 -0.500 -2.437
O -0.860 -1.862 -0.681
H -0.478 -2.696 -0.528
H -1.443 -1.617 0.038
O 2.997 0.688 0.323
H 3.800 0.941 -0.144
H 2.647 -0.073 -0.138
O -0.395 -0.799 2.433
H -0.002 -1.440 1.850
H -0.445 -0.090 1.837
O -2.687 1.069 -0.151
H -3.232 1.061 0.646
H -1.809 1.280 0.120
O 0.088 1.072 0.606
H -0.040 0.868 -0.355
H 1.039 1.101 0.708
*
```

- SMILES: O.O.O.O.O.O
- LUMO level: -0.07 eV
- HOMO level: -0.39899 hartree

Relative energies, in eV, with the most stable structure set to zero: run P 0.000; run Q 0.420; run R 1.324; run S 0.240.